No. 1
99
Properties=species:S:1:pos:R:3:mulliken_charge:R:1 method="wB97M-V/def2-TZVPD" homo_lumo_gap_ev="5.43 / 5.12" e_homo_ev="-8.60 / -8.58" e_tot_ev=-85979.9253 de_lowest_ev=3.523 s2=2.015 charge=+1 multiplicity=3
C 2.1125 -1.9473 -1.0112 -0.2018
C 1.9319 0.1908 -1.9370 -0.2670
C 3.0654 -2.3219 -1.9491 -1.0970
C 2.6475 -0.2608 -3.0893 -1.2452
C 3.3344 -1.4518 -3.0027 -0.8527
H 3.5012 -3.3109 -1.9006 0.5476
H 2.7656 0.4610 -3.9237 0.4864
H 4.0377 -1.7349 -3.7876 0.4264
N 1.6289 -0.6863 -0.8927 1.3430
P 0.0671 -2.6396 0.7872 1.2731
P 1.1495 2.1118 -0.1498 2.4947
C 1.7236 -2.9667 0.0269 -1.4004
H 1.7128 -3.9800 -0.3953 0.7543
H 2.4518 -3.0290 0.8481 0.8189
C 1.9590 1.6122 -1.7100 -1.9017
H 1.4875 2.1841 -2.5352 0.9842
C -0.1834 3.6621 -0.2536 2.2464
C 2.9446 2.8682 0.0583 1.3652
C -1.1376 -3.4806 -0.4739 2.1804
C 0.0769 -3.6380 2.4161 1.9590
C -1.5659 3.2599 0.2725 -1.1849
H -1.5228 2.9180 1.3159 -0.0844
H -2.2415 4.1409 0.2578 0.7425
H -2.0232 2.4619 -0.3261 -0.0729
C 0.2879 4.8420 0.6202 -1.9247
H 0.3813 4.5141 1.6674 0.2725
H 1.2366 5.2884 0.2963 0.3409
H -0.4655 5.6538 0.6086 0.5016
C -0.3293 4.0228 -1.7319 -1.6181
H -1.0683 4.8307 -1.8513 0.5207
H 0.5995 4.3587 -2.2033 0.2090
H -0.7196 3.1756 -2.3072 0.1771
C 3.1819 3.4217 1.4527 -1.7248
H 3.0164 2.6520 2.2099 0.2451
H 4.2279 3.7360 1.5285 0.5009
H 2.5665 4.2850 1.6934 0.2805
C 3.9989 1.7769 -0.2366 -1.5466
H 3.9055 0.9099 0.4291 0.1547
H 3.9154 1.4159 -1.2779 0.3013
H 5.0139 2.2065 -0.2407 0.5896
C 3.1192 3.9065 -1.0902 -1.5149
H 2.9952 3.3804 -2.0490 0.2581
H 2.4068 4.7338 -1.0774 0.2865
H 4.1464 4.2878 -1.0743 0.5074
C -1.3700 -3.8365 2.9211 -1.5938
H -1.3290 -4.2844 3.9260 0.5637
H -1.8765 -2.8662 3.0191 0.1709
H -1.9699 -4.4989 2.2831 0.2388
C 0.8089 -2.8065 3.4847 -1.9143
H 1.8652 -2.6384 3.2492 0.2963
H 0.3209 -1.8372 3.6574 0.1603
H 0.7675 -3.3639 4.4351 0.6553
C 0.8300 -4.9727 2.2775 -1.5942
H 0.8542 -5.4568 3.2659 0.5216
H 0.3596 -5.6712 1.5785 0.2709
H 1.8723 -4.8152 1.9703 0.3123
C -0.7596 -3.0089 -1.8924 -1.9513
H -1.4521 -3.4486 -2.6176 0.5933
H -0.8405 -1.9276 -1.9795 0.1420
H 0.2467 -3.3087 -2.1840 0.3035
C -2.5650 -2.9934 -0.1758 -1.2936
H -2.6583 -1.9237 -0.4007 -0.0829
H -3.2782 -3.5456 -0.8200 0.5480
H -2.8627 -3.1482 0.8728 0.2417
C -1.1018 -5.0154 -0.4404 -1.7910
H -0.1095 -5.4221 -0.6787 0.2889
H -1.4460 -5.4333 0.5130 0.3864
H -1.7976 -5.3959 -1.2095 0.5035
Ti 0.3029 -0.0637 0.7774 -1.6080
C 1.9921 -0.2714 1.8339 0.5574
O 3.0117 -0.4295 2.4235 -0.4807
N -1.4839 -0.0017 -0.5164 0.2213
C -2.0529 0.1240 -1.6089 0.1271
C -2.1086 0.6756 -2.9731 0.4863
C -3.4563 0.6257 -3.3619 -0.7373
C -1.1220 0.9489 -4.0470 0.2538
C -3.8479 0.6868 -4.6851 -0.8215
H -4.1571 0.4068 -2.5513 0.4530
C -1.5835 1.0983 -5.3774 -0.9230
H -0.0173 1.0065 -3.8803 0.2697
C -2.9342 0.9531 -5.6816 -0.4260
H -4.9064 0.5305 -4.8308 0.3953
H -0.8869 1.3207 -6.1920 0.4326
H -3.2770 1.0265 -6.6876 0.4486
C -3.4638 0.6968 2.4893 -1.4502
C -2.2475 -0.1873 2.6318 0.2241
O -1.0075 0.5328 2.3146 0.5307
C -0.3947 1.2134 3.4484 -0.3432
C -1.3113 2.2175 4.1410 -1.7375
H -3.5568 1.3865 3.3346 0.3743
H -4.3544 0.0611 2.5059 0.4573
H -3.4611 1.2581 1.5463 0.1027
H -2.1324 -0.5675 3.6520 0.6210
H -2.2915 -1.0422 1.9456 -0.3670
H -0.0809 0.4386 4.1639 0.3971
H 0.5174 1.7052 3.0724 0.2125
H -2.0175 1.7184 4.8115 0.4549
H -0.6739 2.8415 4.7763 0.4327
H -1.8456 2.8872 3.4586 0.3350

No. 2
22
Properties=species:S:1:pos:R:3:mulliken_charge:R:1 method="wB97M-V/def2-TZVPD" homo_lumo_gap_ev=8.38 e_homo_ev=-7.56 e_tot_ev=-20359.4207 de_lowest_ev=1.225
C 1.1219 -0.5432 -0.1901 -0.3736
C 2.3190 -0.3186 -0.0425 0.7885
C -0.2444 -0.4471 -0.2261 -0.9037
C -1.3038 -1.3396 -0.1369 0.4637
C -1.0928 0.7777 -0.0373 1.5270
C 3.6692 -0.0170 0.3073 -1.4251
C -1.4979 -2.7827 -0.2563 -1.1088
C -0.7330 1.6145 1.1532 -1.2202
C -1.2130 1.6447 -1.3014 -1.2105
S -2.6426 -0.2045 0.1601 -0.2551
H 4.3773 -0.9214 0.3333 0.2906
H 4.0472 0.7197 -0.3931 0.3233
H 3.6220 0.4126 1.2358 0.3270
H -1.6511 -3.1566 0.8128 0.2700
H -0.6405 -3.4016 -0.6337 0.3021
H -2.3749 -3.0045 -0.9846 0.2869
H -1.4527 2.4982 1.2776 0.3392
H 0.3286 2.0196 1.1243 0.2555
H -0.9020 1.0664 2.1932 0.2908
H -2.1768 2.1560 -1.0694 0.3700
H -1.2710 0.9229 -2.0974 0.3741
H -0.2889 2.3045 -1.2289 0.2883

No. 3
90
Properties=species:S:1:pos:R:3:mulliken_charge:R:1 method="wB97M-V/def2-TZVPD" homo_lumo_gap_ev=5.42 e_homo_ev=-1.93 e_tot_ev=-96573.6403 de_lowest_ev=0.701 charge=-2
Cs 0.1846 0.7697 1.8184 1.2896
S -2.1585 -1.0614 4.1138 -0.3861
C -1.8312 -2.3943 3.0714 -0.1776
C -2.6755 -3.5391 3.0625 -0.4898
C -2.3956 -4.6052 2.2439 -0.3660
C -1.2676 -4.5600 1.4170 -0.8071
C -0.5039 -3.4088 1.4660 -0.1273
N -0.7683 -2.3554 2.2368 -0.0473
H -3.5363 -3.5445 3.7173 0.3263
H -3.0457 -5.4748 2.2427 0.3315
H -0.9998 -5.3820 0.7653 0.3758
H 0.3823 -3.3055 0.8454 0.4038
Cl 6.9354 0.6388 1.3581 -0.2675
C 5.5942 1.1834 2.3866 0.3558
C 5.9135 2.2904 3.2946 -0.5910
C 4.8943 2.6330 4.0849 -0.3833
C 3.6367 1.8536 3.8484 -0.2849
N 3.9352 0.4092 3.8904 -0.6041
C 4.8827 0.1119 3.0957 -0.2708
H 6.8437 2.8303 3.1972 0.3615
H 4.9101 3.4838 4.7526 0.2844
H 2.8585 2.0705 4.5757 0.4014
H 5.1617 -0.9276 2.9327 0.3889
C 4.4063 -1.2993 -0.3642 -1.1422
N 3.3850 -1.4617 -1.3760 0.6345
C 3.8277 -1.9349 -2.6673 -0.9445
C 2.7855 -1.6537 -3.7288 0.3902
C 1.4402 -2.1690 -3.2657 -0.9179
N 1.1206 -1.6639 -1.9488 0.8345
C -0.2732 -1.7449 -1.5662 -1.4928
C 2.0704 -1.4600 -0.9767 0.1806
O 1.7610 -1.2564 0.1912 -0.8565
H 5.1965 -0.6501 -0.7446 0.4272
H 4.8513 -2.2620 -0.0805 0.3043
H 3.9695 -0.8407 0.5166 0.0967
H 4.0569 -3.0123 -2.6276 0.3024
H 4.7592 -1.4176 -2.9121 0.4274
H 3.0689 -2.1312 -4.6695 0.4831
H 2.7245 -0.5800 -3.8977 -0.6315
H 1.4262 -3.2712 -3.2710 0.3794
H 0.6508 -1.8393 -3.9472 0.3622
H -0.8801 -1.1703 -2.2682 0.4399
H -0.4108 -1.3408 -0.5680 0.1429
H -0.6298 -2.7816 -1.5633 0.4291
Te -3.8238 2.3078 1.3604 0.2558
C -5.6926 1.4491 2.1300 -0.3820
C -6.9325 1.8760 1.6534 -0.3073
C -8.1207 1.3471 2.1456 -0.4969
C -8.0880 0.3688 3.1304 -0.2823
C -6.8635 -0.0672 3.6187 -0.6951
C -5.6788 0.4724 3.1284 0.1318
C -3.6905 0.6295 0.0729 -0.2394
C -3.7728 0.7946 -1.3086 -0.4972
C -3.7415 -0.3085 -2.1519 -0.4576
C -3.6141 -1.5896 -1.6246 -0.5532
C -3.5026 -1.7572 -0.2528 -0.4318
C -3.5446 -0.6518 0.5933 0.5857
H -6.9677 2.6322 0.8754 0.3122
H -9.0726 1.6943 1.7566 0.3305
H -9.0110 -0.0522 3.5142 0.3405
H -6.8229 -0.8317 4.3867 0.3865
H -4.7315 0.1185 3.5259 0.2596
H -3.8658 1.7940 -1.7165 0.3786
H -3.8230 -0.1684 -3.2254 0.3795
H -3.5827 -2.4505 -2.2834 0.3579
H -3.3663 -2.7454 0.1729 0.2945
H -3.4455 -0.7907 1.6646 0.0355
O 4.7022 3.4226 0.9291 -0.7002
S 4.0728 2.1304 1.2827 0.6988
N 3.0862 2.1590 2.4881 -0.3290
C -1.3477 3.9909 0.3693 -1.0408
O -1.7910 2.6923 0.2054 -0.4192
H -1.7412 4.6839 -0.4009 0.2638
H -0.2474 4.0651 0.3259 0.2218
H -1.6460 4.4270 1.3446 0.2546
N 0.0388 1.7522 -3.1532 0.2166
C 0.0809 1.7611 -1.7805 -1.0006
N 1.2970 1.7309 -1.3143 0.0283
C 2.1181 1.7281 -2.4306 0.7590
C 3.5084 1.7404 -2.5139 -0.2341
C 4.0816 1.7659 -3.7739 -0.7429
C 3.2953 1.7807 -4.9368 -0.5497
C 1.9111 1.7718 -4.8714 -0.9158
C 1.3419 1.7450 -3.6024 0.1870
H -0.7974 1.8002 -3.7057 0.2005
H -0.8168 1.8757 -1.1581 0.3260
H 4.1040 1.7496 -1.6093 0.3584
H 5.1607 1.7869 -3.8665 0.4246
H 3.7803 1.8043 -5.9054 0.3328
H 1.3060 1.7901 -5.7702 0.3892

No. 4
116
Properties=species:S:1:pos:R:3:mulliken_charge:R:1 method="wB97M-V/def2-TZVPD" homo_lumo_gap_ev=10.04 e_homo_ev=-9.49 smiles="CNC(C)=O.CNC(C)=O.CNC(C)=O.CCCCCC.CCCCCC.CCCCCC.CCCCCC" e_tot_ev=-46084.5173
C 9.7226 -17.6486 -10.8860 -0.8006
N 9.0723 -16.4439 -11.3622 -0.1828
C 9.7582 -15.3792 -11.8476 0.7107
C 8.9185 -14.2370 -12.3737 -0.7020
O 10.9722 -15.3136 -11.8078 -0.6318
H 10.5819 -17.9264 -11.4964 0.1845
H 8.9864 -18.4336 -11.0483 0.3778
H 10.0637 -17.4678 -9.8694 0.3196
H 8.0864 -16.4769 -11.5505 0.2454
H 8.8258 -14.3069 -13.4562 -0.1638
H 9.4142 -13.3127 -12.0943 0.3119
H 7.9245 -14.2337 -11.9202 0.3630
C 13.2455 -17.8319 -17.9173 -0.6180
N 14.2413 -17.1018 -18.6802 -0.1361
C 15.5491 -17.4287 -18.8359 0.6775
C 16.2943 -16.5490 -19.8498 -1.2013
O 16.0971 -18.3616 -18.2790 -0.5828
H 13.6720 -18.5957 -17.2828 0.0211
H 12.5083 -18.2370 -18.6197 0.3138
H 12.6477 -17.1180 -17.3423 0.2947
H 13.8631 -16.3844 -19.2742 0.2371
H 17.1447 -17.1253 -20.1990 0.2997
H 16.5920 -15.6232 -19.3671 0.2819
H 15.6441 -16.3883 -20.7106 0.3824
C 18.0580 -20.4117 -11.4756 -0.7836
N 17.8550 -19.8364 -12.7881 -0.1658
C 16.6116 -19.6853 -13.3101 0.7336
C 16.5514 -19.2542 -14.7526 -0.9725
O 15.6097 -19.7833 -12.6165 -0.6139
H 17.4216 -19.9353 -10.7342 0.2599
H 19.0894 -20.2412 -11.1650 0.3573
H 17.8941 -21.4902 -11.4916 0.2209
H 18.6439 -19.5983 -13.3614 0.2269
H 16.7404 -18.1751 -14.7738 0.5794
H 15.6012 -19.4773 -15.2176 -0.2501
H 17.3952 -19.6558 -15.3198 0.4032
C 9.1699 -20.1213 -13.9821 -1.1332
C 10.0912 -19.1332 -14.6735 0.1784
C 11.2588 -19.7315 -15.4565 0.1225
C 12.2593 -20.4862 -14.6097 0.9464
C 13.2681 -21.3256 -15.3946 1.0703
C 12.6738 -22.6552 -15.8453 -0.9395
H 8.2117 -19.6089 -13.8775 0.4428
H 9.5292 -20.4184 -12.9941 0.0280
H 9.0110 -21.0400 -14.5493 0.3280
H 9.4867 -18.5792 -15.3997 -0.1706
H 10.4908 -18.3865 -13.9796 0.1801
H 11.6732 -18.9434 -16.0911 -0.5606
H 10.8338 -20.4370 -16.1883 0.3302
H 12.8639 -19.8003 -14.0072 0.3859
H 11.7420 -21.2014 -13.9660 -0.8833
H 13.6665 -20.7656 -16.2500 -0.2631
H 14.1419 -21.4740 -14.7512 -0.5336
H 12.3212 -23.3083 -15.0422 -0.2110
H 11.8224 -22.4302 -16.4938 0.4470
H 13.3690 -23.2966 -16.3911 0.3086
C 17.0919 -23.5717 -19.5310 -1.4367
C 16.3849 -23.1397 -18.2473 0.2471
C 17.1196 -23.6240 -16.9998 -1.1596
C 16.4574 -23.2301 -15.6993 0.8452
C 17.0112 -23.9437 -14.4688 -0.7389
C 16.2517 -23.6087 -13.2112 -0.5876
H 16.4438 -23.4033 -20.3924 0.3920
H 17.4234 -24.6106 -19.5030 0.3344
H 17.9865 -22.9657 -19.7021 0.3355
H 16.3795 -22.0467 -18.2301 0.1107
H 15.3606 -23.5181 -18.2561 0.1631
H 18.1700 -23.3112 -17.0936 0.3599
H 17.2192 -24.7203 -17.0145 0.3550
H 16.4079 -22.1465 -15.5512 -0.1781
H 15.4165 -23.5733 -15.7608 -0.1959
H 16.9235 -25.0192 -14.6677 0.3599
H 18.0931 -23.7725 -14.4171 0.3677
H 16.2596 -22.5415 -12.9731 -0.1755
H 15.1913 -23.8507 -13.3483 0.1045
H 16.6073 -24.1936 -12.3623 0.4739
C 11.9841 -25.0719 -12.1991 -0.8824
C 11.3319 -24.2357 -11.1023 -0.5812
C 11.7152 -22.7724 -11.2053 0.5896
C 11.1944 -21.9337 -10.0410 -1.2241
C 11.7968 -20.5103 -9.9927 0.7386
C 13.3035 -20.4890 -10.1636 -1.2803
H 13.0508 -25.1982 -11.9913 0.2585
H 11.9282 -24.6032 -13.1840 -0.0298
H 11.5448 -26.0690 -12.2580 0.4108
H 10.2441 -24.3204 -11.1584 0.3427
H 11.6924 -24.6402 -10.1538 0.3225
H 11.2962 -22.3266 -12.1150 -0.3479
H 12.8024 -22.6909 -11.2547 0.1713
H 10.1056 -21.8371 -10.0601 0.2979
H 11.4590 -22.4346 -9.0983 0.3877
H 11.2844 -19.9907 -10.8111 -0.5290
H 11.4671 -20.0613 -9.0538 0.4060
H 13.6782 -19.4848 -9.9679 0.4245
H 13.7405 -21.2788 -9.5529 0.3186
H 13.5673 -20.6574 -11.2082 0.1557
C 8.8949 -15.9378 -17.4179 -1.3016
C 8.1965 -14.6749 -16.9604 0.0428
C 6.7231 -14.6163 -17.3904 -0.4669
C 6.2067 -13.1829 -17.4373 -0.6561
C 4.6875 -13.0428 -17.6292 -0.4761
C 4.1719 -13.6428 -18.9438 -1.0679
H 8.9472 -15.9587 -18.5091 0.3874
H 8.3629 -16.8225 -17.0671 0.2646
H 9.9215 -15.9777 -17.0463 0.3931
H 8.1934 -14.6212 -15.8647 -0.1870
H 8.7232 -13.7678 -17.2689 0.3921
H 6.1375 -15.1454 -16.6316 0.2232
H 6.6037 -15.1302 -18.3457 0.2873
H 6.4318 -12.7215 -16.4684 0.2887
H 6.7527 -12.6048 -18.1891 0.3408
H 4.1797 -13.5131 -16.7851 0.3313
H 4.4763 -11.9716 -17.6329 0.3211
H 4.1975 -12.8999 -19.7516 0.2948
H 4.7924 -14.4682 -19.2921 0.2834
H 3.1251 -13.9479 -18.9313 0.3082